(1)
A 4-piece molecular cluster, C21H45ClO8 overall at a distorted geometry. Source: the Open Molecules 2025 dataset; level of theory: the ωB97M-V functional and the def2-TZVPD basis.

The geometry in XYZ format:
```
75
Properties=species:S:1:pos:R:3:forces:R:3
O -4.742 5.167 0.184 -0.167 0.377 0.185
H 6.040 -2.361 2.198 -0.018 -0.003 0.119
C 6.770 -4.854 1.326 -0.535 -0.279 -0.270
O -7.084 6.931 -0.258 0.189 -0.502 -0.216
H -4.476 7.226 -0.078 -0.010 -0.051 0.043
C -0.324 0.112 0.805 -0.437 0.355 0.660
H 3.035 -0.916 -5.599 -0.034 -0.024 0.017
O -1.117 0.071 3.216 2.462 -0.849 -3.024
H -1.591 2.692 2.242 -1.622 0.505 1.950
H -6.067 6.100 -1.890 -0.058 -0.005 0.046
O 4.612 -1.465 -4.430 -0.273 -0.445 0.007
H 4.080 -1.651 -1.859 -0.077 0.006 -0.015
H 0.048 1.140 0.361 0.083 -2.403 1.139
H 5.529 -3.704 3.266 0.040 0.002 -0.074
H 7.452 -6.835 1.808 -0.011 0.026 -0.037
H 4.089 -5.830 2.566 0.047 -0.031 -0.009
H 1.262 -1.667 -4.087 0.042 0.028 -0.062
H -5.541 6.180 1.829 -0.080 -0.021 -0.161
O 6.040 -6.285 3.172 -0.261 0.066 -0.459
H -2.360 1.434 0.625 1.443 -2.350 -0.130
H 2.528 -1.593 -0.968 0.099 0.069 0.043
C 0.086 -0.148 2.395 3.012 -0.821 2.413
C -3.189 1.338 3.142 -0.382 -0.197 0.490
C -2.366 0.118 2.400 -0.282 -0.463 0.786
H 7.207 -4.904 0.324 0.027 -0.035 0.012
C 5.362 -3.216 2.302 -0.137 0.036 -0.166
H 7.485 -4.337 1.978 -0.130 -0.109 0.028
O 5.551 -4.113 1.211 0.321 -0.081 0.418
H 2.364 -0.596 -3.208 0.099 -0.099 -0.064
H -7.812 6.422 -2.127 0.086 -0.038 -0.079
H -5.903 4.451 1.699 -0.043 0.023 0.015
O 2.462 -2.635 -2.754 0.242 0.503 -0.052
H -4.276 1.396 2.698 2.106 -0.143 0.803
H -7.387 4.861 -0.276 0.144 0.072 0.042
O 1.256 -0.527 2.925 -7.773 2.573 -3.498
C 4.633 -6.482 3.255 0.140 -0.001 0.153
C -1.976 0.316 0.785 -0.035 0.197 1.054
C -7.124 5.670 0.417 0.250 0.522 0.300
H 4.780 -3.425 -3.715 -0.019 0.035 -0.039
H 3.174 -2.665 -5.361 -0.016 0.061 0.168
C 3.178 -2.211 -1.597 -0.100 -0.228 0.013
H 3.473 -3.099 -1.032 -0.101 0.072 -0.110
H 4.395 -7.528 3.039 -0.118 0.011 -0.039
H -2.206 -1.737 -0.179 -1.292 2.227 -0.255
H 6.268 -2.458 -3.744 -0.130 0.083 -0.096
H -6.648 7.766 -2.079 -0.088 -0.083 0.155
H -1.422 1.808 -2.129 -2.330 -1.153 0.048
C 6.508 -6.280 1.819 0.289 0.360 0.440
H 0.119 -0.851 0.272 -1.227 2.307 0.703
C -2.530 1.369 -2.158 0.679 0.993 -0.256
H 5.595 -3.078 -5.269 0.015 -0.121 0.024
C -5.798 5.378 1.126 -0.123 -0.348 -0.483
C 3.267 -1.692 -4.862 0.119 0.487 0.389
C -2.724 -0.668 -0.294 0.956 -0.746 1.153
C -3.900 6.307 0.054 0.060 -0.165 -0.068
C 2.281 -1.574 -3.697 0.109 -0.641 -0.214
H -3.242 3.556 2.554 1.828 -1.416 1.362
H -3.294 1.077 4.298 0.188 0.231 -2.611
C -6.889 6.784 -1.662 -0.081 0.172 0.123
C -2.545 -0.243 -1.866 -1.854 0.798 0.188
H -3.261 6.395 0.939 0.023 0.124 -0.008
H 4.314 -6.253 4.275 0.150 -0.044 -0.098
H -2.946 1.669 -3.236 0.850 -1.015 2.389
H -3.135 2.000 -1.364 1.022 -1.558 -1.574
H -3.490 -0.682 -2.447 2.418 0.686 1.142
H -7.917 5.737 1.169 0.026 -0.035 0.012
C -2.459 2.806 3.052 -0.170 -0.295 -1.766
C 5.342 -2.678 -4.282 0.059 0.202 0.007
H -2.026 3.208 4.062 -0.938 -0.904 -2.061
H 4.331 -2.852 2.272 0.135 -0.061 -0.102
Cl -0.978 -1.019 -2.559 -1.567 0.724 0.624
H 5.804 -6.803 1.160 0.024 0.170 0.056
H -3.265 6.166 -0.824 -0.097 -0.095 0.116
H -3.840 -0.787 0.064 2.024 0.387 -1.159
H -2.874 -0.942 2.607 0.814 2.368 -0.576
```
Forces are in eV/Å.

## Properties
SMILES: CC[C@@H]1OC(=O)C[C@H]1C[C@@H](C)Cl.COCCOC.COCCOC.COCCOC
lowest unoccupied orbital energy: 0.43 eV
orbital gap: 9.5 eV
E_tot: -51400.8416 eV

***

(2)
C30H26BrN2O2Pb as an isolated structure at a distorted geometry. Source: the Open Molecules 2025 dataset; level of theory: the ωB97M-V functional and the def2-TZVPD basis.

The geometry in XYZ format:
```
62
Properties=species:S:1:pos:R:3:forces:R:3
C 3.774 -1.785 -1.155 1.581 0.046 -1.646
H -4.777 3.047 3.389 1.120 -0.060 0.631
C -2.408 -1.898 1.727 0.624 -0.110 -1.022
C 0.916 1.838 4.923 0.686 0.892 -1.559
H -4.343 -2.748 1.668 0.210 1.099 0.336
C -0.760 -0.785 -4.525 -0.456 -0.343 0.111
C 3.141 -3.997 0.442 -0.318 0.713 0.650
C -1.343 2.640 5.218 0.594 0.781 0.065
C -1.604 0.234 -5.016 -0.022 -0.284 -0.049
C 5.909 -2.146 -3.012 0.844 0.099 0.110
C 2.281 -2.860 0.378 -1.811 -0.511 0.383
C -1.555 2.679 3.847 1.854 -0.731 -0.549
H -3.539 0.293 -6.120 0.378 0.373 0.188
H 4.999 -4.844 -0.164 0.200 -0.408 0.281
H -2.039 0.436 -7.114 -0.346 0.022 0.172
C -3.620 0.521 0.986 0.284 -0.520 0.011
C -0.441 2.351 2.963 -0.423 -1.124 1.282
H 6.253 -4.045 -2.054 -0.112 0.183 -0.078
H -2.065 2.987 5.950 -0.240 -0.134 -0.440
H 5.425 -0.144 -3.709 -0.217 -0.630 1.046
H 3.615 0.251 -2.008 0.733 -1.033 -0.170
H -4.084 1.478 0.792 -0.239 -0.056 -0.070
H -2.569 -1.093 -6.436 0.211 -0.032 0.056
H -3.870 1.888 4.503 -0.398 1.170 -0.099
C 5.184 -0.918 -2.935 1.073 0.290 -1.794
H 2.821 -4.881 0.950 -0.205 -0.193 0.608
C -0.731 1.536 -3.249 -0.851 0.614 0.309
H 6.786 -2.241 -3.712 -1.279 0.072 0.657
C 4.634 -2.975 -1.132 -1.182 0.894 1.014
C 5.655 -3.136 -2.092 0.409 0.569 -0.065
C -0.208 0.392 -2.680 0.641 -0.746 0.075
N -0.565 2.270 1.546 -0.093 -0.063 -1.634
C -1.597 -0.872 1.213 -0.115 2.370 1.009
H -0.599 2.485 -2.841 0.296 1.345 1.160
Pb 1.008 -0.145 -0.720 0.395 0.167 -0.220
H -1.762 2.314 -0.131 0.447 -0.408 0.008
O -2.694 3.010 3.268 -1.347 0.318 -0.894
C -3.885 2.927 4.064 -0.317 -0.277 0.489
C -2.496 -0.025 -6.228 0.599 -0.238 -0.020
C 2.560 -1.819 -0.438 0.629 0.677 0.151
C 4.352 -3.991 -0.155 -0.295 0.649 -2.151
C -3.774 -1.790 1.600 0.158 -2.253 0.427
N -0.160 -0.754 -3.309 -0.434 0.166 -1.003
Br 2.350 2.489 -0.461 -0.940 -1.278 0.199
H 1.833 1.402 5.312 -0.121 0.380 0.019
H 0.285 2.639 1.048 -1.169 0.515 0.162
H -2.238 2.230 -4.730 0.345 0.739 0.161
C -1.510 1.704 0.750 0.960 0.361 1.221
H 0.000 2.328 6.844 0.168 -0.155 -0.956
H -1.941 -2.846 1.989 -0.046 0.234 -0.132
C -0.087 2.312 5.737 -0.549 -0.878 0.849
C -4.368 -0.612 1.280 -1.433 2.214 -1.091
H -5.445 -0.507 1.134 0.249 -0.319 0.312
O -0.325 -1.045 1.022 1.180 0.425 -1.039
H 1.299 -2.826 0.891 0.824 -0.431 -0.167
H -0.627 -1.708 -5.105 -0.169 0.317 0.379
C 4.189 -0.719 -2.046 -1.856 -0.025 1.068
C -1.560 1.480 -4.365 0.365 -2.648 -0.151
H -3.886 3.737 4.856 -0.109 -1.025 -0.851
C -2.215 0.466 0.983 -0.320 -0.932 0.651
C 0.794 2.016 3.507 -0.580 -0.757 1.669
H 1.629 1.774 2.861 -0.067 -0.094 -0.071
```
Forces are in eV/Å.

## Properties
lowest unoccupied orbital energy: -4.90 eV
orbital gap: 6.0 eV
total charge: +1
E_tot: -113887.0171 eV

***

(3)
An isolated ion of composition C11H12IN2S and charge +1 at a distorted geometry. Source: the Open Molecules 2025 dataset; level of theory: the ωB97M-V functional and the def2-TZVPD basis.

The geometry in XYZ format:
```
27
Properties=species:S:1:pos:R:3:forces:R:3
C 1.264 -0.622 -2.430 2.544 -0.393 -0.239
H -3.105 1.349 -0.405 -0.129 -1.052 -0.274
H -3.408 -0.538 -0.201 -0.221 0.391 -0.809
C -0.658 -0.416 -3.839 -0.613 2.541 -0.485
H 1.512 1.358 2.617 -1.296 -0.636 -0.729
H -2.528 -0.394 -2.927 -1.801 0.690 0.148
H -1.043 -0.163 -4.889 0.266 -1.091 1.678
H 1.683 -0.571 1.759 0.886 -0.699 -0.065
H -2.914 0.441 1.085 -0.029 0.235 -0.190
C -0.946 -0.184 -1.497 3.030 -0.241 -0.319
C -0.462 0.042 0.614 1.683 -1.632 1.380
C 0.858 0.528 2.980 0.524 1.274 0.799
C -1.528 -0.180 -2.715 1.763 -1.667 -2.769
C 1.924 -0.557 0.697 0.468 0.348 0.448
C 1.219 0.368 4.445 -0.024 3.798 -1.690
H 2.341 -0.891 -2.394 -0.853 0.390 0.485
C 0.471 -0.422 -1.344 -1.843 0.213 0.143
H 0.628 -0.295 4.916 -1.608 -2.675 1.801
H 1.003 1.390 4.964 0.598 -1.560 -0.794
H 2.280 0.171 4.475 0.243 -0.183 0.389
C -2.816 0.354 -0.004 -0.643 0.685 1.825
N -1.434 0.084 -0.259 -0.343 0.183 0.020
N 0.721 -0.406 0.044 -1.201 1.446 -1.601
S -0.725 0.030 2.313 0.726 0.871 1.212
H 1.308 -0.624 -4.589 0.384 0.130 0.067
I 3.622 0.630 0.275 -0.695 -0.503 -0.075
C 0.731 -0.483 -3.691 -1.816 -0.863 -0.356
```
Forces are in eV/Å.

## Properties
lowest unoccupied orbital energy (alpha / beta): -4.22 / -4.75 eV
orbital gap (alpha / beta): 7.5 / 6.6 eV
energy relative to the best compared isomer or geometry (same formula, charge and spin): 119.2 kcal/mol
total charge: +1
E_tot: -33506.9709 eV

***

(4)
C43H47BrNO12P as an isolated structure at a distorted geometry. Source: the Open Molecules 2025 dataset; level of theory: the ωB97M-V functional and the def2-TZVPD basis.

The geometry in XYZ format:
```
105
Properties=species:S:1:pos:R:3:forces:R:3
H 7.218 -7.515 -1.783 0.205 0.104 -0.042
H -1.347 7.972 -0.027 -1.415 0.290 -0.593
C -8.694 1.925 1.159 0.338 -0.051 0.189
H -12.679 0.046 -3.222 0.070 0.045 0.088
C -6.298 0.841 2.080 -0.113 -0.037 -0.160
O 2.478 -0.453 2.407 0.797 -1.938 -3.014
H 2.048 -0.186 -1.262 -0.654 -0.170 1.672
C -4.545 8.569 2.337 0.456 0.483 -0.957
C -3.069 8.820 1.729 -0.190 -1.021 0.840
H -4.452 8.468 3.481 -0.339 0.114 -1.846
C -9.984 2.490 0.703 -0.385 0.842 0.428
H -8.386 3.455 2.649 -0.090 -0.145 -0.165
P 2.200 -1.373 0.970 -0.237 -1.464 0.516
C 12.698 -4.413 -2.033 0.055 0.251 0.059
C 10.185 -3.396 -1.389 0.154 0.188 0.040
H -3.509 7.090 -1.977 0.145 0.038 1.693
H -5.369 0.413 2.445 -0.086 0.036 -0.036
C 8.188 -7.891 -2.092 -0.056 -0.251 -0.049
C -3.356 7.107 -0.827 0.891 0.143 -0.898
C -8.896 0.114 -0.548 0.360 -0.789 -0.444
O -8.425 -0.870 -1.092 -0.117 0.271 0.142
C 11.576 -5.242 -2.093 0.083 0.391 0.119
H -4.532 3.045 0.096 1.259 0.461 -0.743
C -2.335 8.301 -0.496 -1.200 0.400 -0.661
C -3.633 3.338 -0.555 -0.016 -0.013 -1.085
H -4.833 5.205 -0.758 1.472 -0.689 -0.714
C -1.746 0.865 2.459 1.668 3.533 3.348
H -5.223 9.452 2.028 1.050 -1.354 0.769
C -6.801 2.007 2.654 -0.170 0.028 -0.126
H -6.262 2.491 3.462 -0.058 -0.052 -0.087
H 9.678 -10.762 -3.125 0.001 0.118 0.029
H -2.254 1.157 -0.887 -0.048 0.503 1.606
H 5.509 -4.639 -0.649 -0.186 1.798 0.369
H 9.208 -2.993 -1.138 0.068 -0.218 -0.058
C 11.304 -2.572 -1.337 -0.098 -0.189 -0.034
H 5.358 -2.888 -1.383 0.075 -1.129 1.138
H -0.583 -0.971 1.448 -0.867 0.774 -1.427
C -7.997 2.549 2.195 0.209 -0.041 0.121
H 7.471 -9.893 -2.401 0.087 0.084 -0.009
C -10.895 0.044 -2.025 -0.218 0.032 -0.104
C 9.292 -7.039 -2.133 -0.046 -0.376 -0.054
C 3.595 -1.013 3.161 0.512 0.780 2.103
H -6.584 -0.682 0.594 -0.187 0.128 -0.051
C 3.841 -0.051 4.440 0.528 -0.162 -0.546
C -12.681 1.648 -1.785 0.184 0.026 0.130
O -2.850 -0.040 2.758 2.274 0.757 -0.783
C 9.128 -5.612 -1.777 -0.885 0.344 0.230
C -0.076 -0.513 -0.674 -0.560 -0.853 0.240
H -2.093 -0.945 0.401 1.272 0.822 -0.028
H 2.948 -0.018 5.150 1.307 -0.274 -0.949
H 3.121 -3.779 -0.373 0.713 0.916 1.253
C 3.897 -3.257 0.281 2.129 -1.728 -1.064
H -2.502 9.584 2.379 -0.807 -1.108 -1.041
H -0.125 -1.608 -1.047 0.062 1.752 0.674
H 3.970 -3.721 1.328 -0.565 0.848 -1.483
O 12.819 -7.084 -2.850 -0.300 0.121 0.094
C -6.983 0.225 1.038 0.179 0.070 0.171
H 4.584 -1.027 2.584 -1.661 -0.157 0.480
H 11.197 -1.532 -1.046 0.000 -0.118 -0.031
H 13.681 -4.804 -2.280 -0.221 -0.097 -0.014
H 11.639 -9.263 -3.189 -0.065 0.210 0.083
H -4.982 7.623 1.850 0.612 1.355 0.990
H -2.538 7.792 1.765 -0.611 1.712 0.242
H 3.285 -2.047 3.537 0.646 1.247 -0.616
C 8.329 -9.230 -2.441 0.075 0.208 0.024
C -2.371 1.568 0.181 -0.980 0.589 0.105
H -4.371 7.340 -0.357 1.379 -0.418 -0.423
C 5.340 -3.526 -0.434 -0.905 1.061 0.733
H -10.477 -0.826 -2.520 0.072 0.124 0.186
C 11.729 -6.653 -2.514 0.878 -0.361 -0.277
H -13.654 2.022 -2.085 0.112 -0.028 0.036
H 4.808 -0.440 4.948 -1.757 0.574 -0.534
C -10.196 0.668 -0.991 -0.333 0.060 -0.185
C -10.731 1.797 -0.371 -0.265 -0.131 -0.257
C 10.674 -8.874 -2.880 -0.148 -0.190 -0.004
C -1.100 -0.408 0.576 1.690 -0.978 0.204
H -3.660 2.676 -1.510 -0.275 1.008 1.397
C 9.570 -9.719 -2.844 0.095 0.186 0.029
O -1.233 1.513 3.411 -2.106 -2.929 -4.424
H -12.407 3.152 -0.278 0.213 -0.105 0.020
O -2.844 5.783 -0.441 -1.624 0.649 -0.898
C -12.135 0.535 -2.420 0.172 -0.001 0.120
Br -2.230 -1.119 4.123 -0.553 -0.061 -0.101
C -11.979 2.282 -0.766 -0.192 -0.049 -0.173
H 4.066 1.032 4.124 -0.413 -1.686 0.221
C -3.768 4.855 -1.059 -0.600 -0.064 0.427
O 3.738 -1.809 0.302 -2.856 0.178 1.481
O -3.070 9.258 0.345 1.073 -1.142 0.488
N -1.280 1.032 1.047 -2.148 -1.739 0.555
H -3.396 1.231 0.607 1.368 0.347 -0.816
C -8.181 0.769 0.571 0.267 0.080 0.291
O 8.028 -5.166 -1.497 0.307 -0.129 -0.075
H -0.426 0.138 -1.560 0.703 -0.819 1.456
H -2.141 8.866 -1.484 -0.132 -0.870 1.692
O -10.427 3.508 1.207 0.133 -0.296 -0.147
C 12.562 -3.083 -1.651 -0.084 -0.216 -0.056
O 1.364 -2.637 1.210 1.728 3.034 -0.429
C 10.540 -7.534 -2.513 -0.239 -0.305 -0.033
C 1.441 -0.170 -0.283 -0.400 1.086 -0.553
H -3.671 4.939 -2.209 -0.101 -0.290 1.728
C 10.321 -4.735 -1.758 0.223 0.315 0.038
H 13.436 -2.442 -1.601 -0.091 -0.083 -0.015
O -2.387 3.030 0.116 -0.964 -1.511 -0.301
H 1.470 0.918 0.099 0.113 -1.766 -0.331
H 6.119 -3.085 0.281 -0.839 -0.918 -1.147
```
Forces are in eV/Å.

## Properties
lowest unoccupied orbital energy: -1.11 eV
orbital gap: 8.5 eV
E_tot: -150740.4013 eV